Arrangement A

A structure of composition H31O15, computed with the ωB97M-V functional and the def2-TZVPD basis.

The geometry in ORCA input format:
```
! wB97M-V def2-TZVPD RIJCOSX def2/J DEFGRID3
* xyz 1 1
O -4.62075 -0.21027 -0.09103
H -1.97375 -0.14020 -2.12092
H -4.85913 -1.03503 0.34375
O 4.28949 -1.89589 0.77873
H 1.59867 -2.66491 2.86119
H 4.09843 -1.04085 1.18101
O -2.30442 -0.13428 -1.01430
H -0.77670 0.61538 -3.40888
H -3.67392 -1.33513 2.76749
O 0.60894 -3.20756 1.36861
H -1.32816 2.73872 -0.67997
H 0.04223 -2.44501 1.18004
O -0.68921 3.03784 2.07492
H -1.58609 2.67205 2.14897
H -0.11363 2.26435 2.05326
O -1.42137 -0.08099 -3.27209
H -3.29818 0.08590 -0.95905
H -1.74105 0.65368 -0.75563
O -2.73394 3.46489 0.16462
H 1.47136 -1.42799 -3.72957
H -0.06501 2.38809 -1.65378
O 1.49818 -0.71536 0.51483
H 4.69375 -1.64502 -0.06035
H 1.99934 -1.28215 1.12566
O -0.97428 2.14608 -1.37496
H -0.79303 -0.85133 -3.06696
H 3.48407 -2.99892 -2.01602
O 0.97028 2.65731 -3.05831
H -2.06660 -1.10346 2.78340
O 2.32919 -2.01884 3.03264
H 2.76999 -2.39362 2.24037
H -2.27638 3.88224 0.90682
O 0.66274 -1.51017 -3.21272
H 1.51686 0.14349 0.95251
H 0.98017 -2.04084 -2.45683
O 2.62262 -2.73966 -1.66058
H -2.80892 4.19116 -0.46794
H 2.83289 -2.57208 -0.72490
O -2.84026 -1.40938 2.30936
H -5.01990 0.51695 0.39744
H 3.10691 1.42161 3.16101
O 2.27826 1.90785 3.11934
H 2.01259 2.15843 4.00594
H -0.04121 -3.88369 1.61403
H 1.58943 3.33007 -3.38083
H 0.54952 2.50654 -3.92036
*
```

HOMO energy = -0.4947 Eh
Lowest unoccupied orbital energy = -2.54 eV

***

Arrangement B

A cluster of 15 separate species, H31O15 in total, computed with the ωB97M-V functional and the def2-TZVPD basis.

The geometry in ORCA input format:
```
! wB97M-V def2-TZVPD RIJCOSX def2/J DEFGRID3
* xyz 1 1
O -2.41136 -1.15825 1.79618
H 1.02003 1.84514 -0.02051
H -1.60192 -0.92242 1.34352
O 0.23340 -2.82388 2.19450
H 3.87232 0.54596 -1.14349
H -0.61595 -2.48443 1.89095
O -1.14274 -2.85249 -3.07781
H -0.47055 0.79292 3.49578
H -2.64636 0.74734 -3.90794
O -3.23041 2.60074 -2.21857
H 0.29855 -3.25154 0.62256
H -3.35759 0.29457 1.30042
O 1.67215 2.04333 -0.79957
H -3.36113 2.23282 -1.34160
H 3.24979 0.97731 0.37224
O -0.33366 1.83188 0.51421
H -1.21929 -2.28230 -2.31355
H -0.78541 -3.68586 -2.74615
O -0.29052 1.63685 3.06008
H -0.22854 2.16889 1.43682
H 0.32159 -0.24664 -1.35654
O 1.22066 0.80137 -3.73999
H 0.84384 -2.05561 2.07720
H 0.74859 -1.66418 -0.90073
O 0.56599 -3.38522 -0.32551
H 1.25353 2.69125 -1.36634
H 2.53802 1.70546 2.20981
O -4.29096 0.55990 1.31112
H 0.51586 0.49212 -4.32368
O 3.35784 0.23579 -0.34425
H 2.41946 0.32122 -0.77899
H -4.77431 -0.24661 1.48470
O 0.59922 -0.75279 -0.58496
H 0.53772 -4.34443 -0.51365
H -0.61463 0.90982 0.51394
O 2.73475 2.11983 1.35850
H -0.05268 2.11353 3.89645
H 3.31975 2.87664 1.39610
O -2.22264 0.57089 -3.07085
H -2.45764 -1.14202 2.74985
H 2.91230 -1.83926 2.43556
O 2.26731 -1.18409 2.79260
H 2.78186 -1.02273 3.60584
H -2.25425 2.42876 -2.36480
H 1.89265 1.18472 -4.30530
H -2.81465 0.61570 -2.31414
*
```

HOMO energy = -0.4640 Eh
Lowest unoccupied orbital energy = -3.32 eV

***

Quick look at relative energies in kcal/mol: arrangement A 0.0; arrangement B 46.3.

***

Arrangement A

A cluster of 2 separate species, C2H3Cl2NS in total, computed with the ωB97M-V functional and the def2-TZVPD basis.

The geometry in ORCA input format:
```
! wB97M-V def2-TZVPD RIJCOSX def2/J DEFGRID3
* xyz 0 1
C 2.16227 -0.06878 -0.08565
C -1.84321 -0.04073 -0.28947
N -0.99844 -0.61353 0.40697
S 3.69402 -0.38617 0.27713
Cl 1.56803 1.47455 -0.53552
Cl -3.06836 1.07965 0.25537
H 1.37120 -0.81481 -0.07519
H -1.88077 -0.20600 -1.35935
H -1.00474 -0.42419 1.40572
*
```

HOMO energy = -0.3401 Eh
Lowest unoccupied orbital energy = -0.51 eV
SMILES = [H]/N=C\Cl.S=CCl

***

Arrangement B

The molecule C2H3Cl2NS, computed with the ωB97M-V functional and the def2-TZVPD basis.

The geometry in ORCA input format:
```
! wB97M-V def2-TZVPD RIJCOSX def2/J DEFGRID3
* xyz 0 1
C 0.74867 -0.17403 0.14801
C -0.44560 0.11655 -0.61252
H 1.59858 -0.70966 1.91798
H -0.22520 -1.04635 1.80557
H -0.00446 0.42237 -1.53967
N 0.57265 -0.99525 1.36914
S 2.33579 0.04634 -0.43248
Cl -1.60599 -1.22368 -0.36000
Cl -1.01569 1.68862 0.23876
*
```

HOMO energy = -0.3412 Eh
Lowest unoccupied orbital energy = -0.77 eV
SMILES = NC(=S)C(Cl)Cl

***

Quick look at relative energies in kcal/mol: arrangement A 0.0; arrangement B 17.2.

***

Arrangement A

The ion C7H12N with charge +1, computed with the ωB97M-V functional and the def2-TZVPD basis.

The geometry in ORCA input format:
```
! wB97M-V def2-TZVPD RIJCOSX def2/J DEFGRID3
* xyz 1 3
C -2.64690 -0.87057 0.01507
C -1.39258 -0.86221 0.30861
C 1.81712 -1.17520 -0.21565
C 2.16901 0.25989 -0.55223
C 0.53141 0.58836 1.49602
C -0.38192 0.21834 0.24422
C 1.01300 -0.08053 0.25811
N -0.86773 1.38507 -0.68405
H -3.03991 -1.90568 0.02813
H -3.42230 -0.19960 -0.48649
H -0.88383 -1.73852 0.71590
H 1.44279 -1.80970 -0.98265
H 2.30828 -1.63280 0.49119
H 2.97152 0.60289 -0.04851
H 2.12946 0.67376 -1.60119
H 0.72256 1.64538 1.49621
H 0.38505 0.09583 2.44828
H -1.84545 1.80528 -0.42185
H -1.03799 0.99004 -1.63134
H 0.02840 2.00997 -0.87776
*
```

HOMO energy (spin up / spin down) = -0.3392 / -0.5378 Eh
Lowest unoccupied orbital energy (spin up / spin down) = -3.66 / -6.58 eV

***

Arrangement B

The ion C7H12N with charge +1, computed with the ωB97M-V functional and the def2-TZVPD basis.

The geometry in ORCA input format:
```
! wB97M-V def2-TZVPD RIJCOSX def2/J DEFGRID3
* xyz 1 3
C 1.42429 -0.04372 0.11519
C -0.04893 -1.01465 -0.26278
C 2.66068 -0.47840 0.28317
C -0.27158 -2.27881 -0.39883
C 0.87802 1.33073 0.11748
C -0.46264 1.39030 -0.72860
C -1.96863 0.12047 0.90830
N -1.15085 -0.00091 -0.37515
H 3.46626 0.25936 0.44289
H 2.85222 -1.52137 0.22573
H -1.28176 -2.64960 -0.62315
H 0.49125 -2.91318 -0.30610
H 0.92247 1.88371 0.93030
H 1.63233 1.90255 -0.48726
H -0.97960 2.33990 -0.55260
H -0.24171 1.28382 -1.83256
H -1.32186 -0.55652 1.42247
H -1.79007 1.13296 1.40227
H -3.06072 0.00973 0.91020
H -1.74916 -0.19635 -1.19097
*
```

HOMO energy (spin up / spin down) = -0.3501 / -0.5505 Eh
Lowest unoccupied orbital energy (spin up / spin down) = -2.91 / -6.54 eV

***

Quick look at relative energies in kcal/mol: arrangement A 21.6; arrangement B 0.0.

***

Arrangement A

The molecule C2H7NS, computed with the ωB97M-V functional and the def2-TZVPD basis.

The geometry in ORCA input format:
```
! wB97M-V def2-TZVPD RIJCOSX def2/J DEFGRID3
* xyz 0 1
C -1.38281 1.40966 0.32531
S -0.81128 -0.38973 -0.05106
H -1.47573 2.12921 -0.62809
H -2.46025 1.14939 0.69939
H -0.66986 1.80501 1.04639
C 1.00617 0.01468 -0.45310
N 1.88895 -0.96817 0.14321
H 0.99197 0.09261 -1.53283
H 1.11961 0.98609 -0.06313
H 2.93725 -0.86505 -0.01973
H 1.57471 -0.83045 1.07917
*
```

HOMO energy = -0.3188 Eh
Lowest unoccupied orbital energy = 1.03 eV
SMILES = CSCN

***

Arrangement B

A cluster of 2 separate species, C2H7NS in total, computed with the ωB97M-V functional and the def2-TZVPD basis.

The geometry in ORCA input format:
```
! wB97M-V def2-TZVPD RIJCOSX def2/J DEFGRID3
* xyz 0 1
C 0.54859 -0.50638 2.57499
C 0.19431 -0.17928 1.32916
N -0.84304 1.03431 -1.71587
S 0.03197 0.11644 -2.57283
H 0.04014 -0.04620 3.43244
H 1.39932 -1.02263 2.67422
H -0.34556 0.56892 -3.90123
H 0.83317 -0.35219 0.43988
H -0.75114 0.50114 1.13541
H -0.57636 1.06332 -0.74314
H -0.53140 -1.17743 -2.65304
*
```

HOMO energy = -0.3139 Eh
Lowest unoccupied orbital energy = 0.49 eV

***

Arrangement C

The molecule C2H7NS, computed with the ωB97M-V functional and the def2-TZVPD basis.

The geometry in ORCA input format:
```
! wB97M-V def2-TZVPD RIJCOSX def2/J DEFGRID3
* xyz 0 1
C 0.19200 -1.63754 -0.34551
S 0.88509 -0.24373 -1.23699
H -0.80619 -1.40408 0.01951
H 0.08696 -2.48584 -1.02184
H 0.80310 -1.95648 0.51407
C 0.45514 1.08974 -0.00959
N -0.89013 1.16041 0.38663
H 1.14204 0.88983 0.81486
H 0.77854 2.00424 -0.50026
H -1.44366 1.97547 0.21111
H -1.20288 0.60798 1.16801
*
```

HOMO energy = -0.3073 Eh
Lowest unoccupied orbital energy = 1.08 eV
SMILES = CSCN

***

Quick look at relative energies in kcal/mol: arrangement A 20.0; arrangement B 87.0; arrangement C 0.0.

***

Arrangement A

The molecule C8H7NO2, computed with the ωB97M-V functional and the def2-TZVPD basis.

The geometry in ORCA input format:
```
! wB97M-V def2-TZVPD RIJCOSX def2/J DEFGRID3
* xyz 0 1
C 3.53982 -0.00522 0.93210
C 2.48910 -0.01925 -0.19360
C 0.28665 0.46856 0.06307
C -0.28436 -0.89473 0.23653
C -1.59210 -1.22387 0.16603
C -2.69546 -0.24998 -0.00520
C -2.13779 1.15459 -0.11084
C -0.85792 1.48162 -0.10574
H 3.26610 0.46671 2.00805
H 3.94719 -1.19953 0.76715
H 4.39478 0.81277 0.50589
H 0.53360 -1.63102 0.34794
H -1.80295 -2.34748 0.43043
H -2.67768 2.06738 -0.03192
H -0.48456 2.53883 -0.13369
N 1.43059 0.81186 -0.20992
O 2.68794 -0.79478 -1.11540
O -3.89773 -0.53785 0.07558
*
```

HOMO energy = -0.3683 Eh
Lowest unoccupied orbital energy = -1.56 eV
SMILES = CC(=O)N=C1C=CC(=O)C=C1

***

Arrangement B

The molecule C8H7NO2, computed with the ωB97M-V functional and the def2-TZVPD basis.

The geometry in ORCA input format:
```
! wB97M-V def2-TZVPD RIJCOSX def2/J DEFGRID3
* xyz 0 1
C -1.55580 -1.84829 0.67018
C -1.90981 -1.30118 -0.53373
C -0.45234 -1.32832 1.33862
C -1.12570 -0.25613 -1.08478
C 0.25323 -0.18462 0.83412
C -0.09379 0.44345 -0.42149
C 1.34608 0.20482 1.65987
C 0.61107 1.54837 -1.01252
N 0.91373 2.55727 -0.30188
O 2.50907 0.01552 1.19502
O 0.68139 1.51202 -2.34690
H -2.11457 -2.78998 0.93228
H -2.72995 -1.81111 -0.96025
H -0.11957 -1.83162 2.31256
H -1.46168 -0.03302 -2.09598
H 0.72482 2.42295 0.68191
H 3.29361 0.35440 1.65464
H 1.23019 2.32547 -2.52168
*
```

HOMO energy = -0.2903 Eh
Lowest unoccupied orbital energy = 0.24 eV

***

Quick look at relative energies in kcal/mol: arrangement A 0.0; arrangement B 4.9.